Entry 1:
ORCA calculation (ωB97M-V/def2-TZVPD) on one molecule with the formula C21H19N3O5S.

Element x y z (Å)
S 0.76795 -0.54021 -3.18268
O 1.90654 0.39195 2.66650
O 1.41675 3.60175 -0.69761
O -2.99066 0.18499 2.08198
O 0.16567 0.04021 0.43272
O 2.76864 -1.28528 1.44929
N 2.49384 -0.27482 -1.19032
N 1.17730 1.59524 -1.77623
N -0.54546 -0.99843 2.31695
C -2.02740 0.45641 1.16677
C -0.70401 -0.17237 1.26120
C 2.67671 1.74523 0.06041
C 1.74398 2.43721 -0.78207
C -3.83068 1.63926 0.61982
C 0.78518 -3.07657 1.93858
C 3.72676 -0.39903 0.85982
C -2.50219 1.35066 0.24167
C -1.91854 2.21314 -4.46552
C 1.60049 0.30763 -1.91218
C -0.17285 -4.03493 2.64667
C -1.24375 1.00731 -4.40084
C 0.70312 -1.68291 2.59313
C -0.54745 3.13781 -2.70459
C 1.84256 -0.72184 2.21853
C 0.13576 1.93093 -2.63045
C -0.22046 0.87482 -3.47888
C -4.06903 0.90349 1.74143
C 2.97980 0.43672 -0.14496
C -1.57288 3.26326 -3.62438
C 0.48783 -3.04002 0.44217
H -1.30704 -1.10061 2.96815
H -0.08166 -5.03172 2.22278
H -2.72098 2.33585 -5.17656
H 4.45580 -1.05086 0.37793
H 0.65182 -4.02492 0.01137
H 0.76965 -1.80340 3.68254
H -0.54731 -2.75686 0.26165
H 0.04798 -4.09570 3.71053
H -2.11097 4.19654 -3.68671
H -4.93598 0.80993 2.36578
H -1.50153 0.18298 -5.04575
H 1.80996 -3.43075 2.08285
H -1.20321 -3.70807 2.52268
H -4.51113 2.30222 0.12701
H 1.13296 -2.32861 -0.06398
H -1.96030 1.74747 -0.59192
H 3.06152 2.29272 0.90409
H 4.18802 0.22503 1.62988
H -0.27110 3.94714 -2.04928

Atoms 1-3, force components in eV/Å:
S -0.137 0.153 -0.072
O 0.147 -0.073 -0.012
O -0.123 0.213 0.059

As for the total energy: -47629.7343 eV. Its relative energy (zero: lowest compared OMol25 entry of this formula, charge and spin) is 0.8 kcal per mole. As for the structure (SMILES): CC(C)[C@H](NC(=O)c1ccco1)C(=O)OCc1cc(=O)n2c(n1)sc1ccccc12.

Mulliken population analysis, charges in e, atoms 1 to 5: number 1, S, carries -0.278; number 2, O, carries -0.633; number 3, O, carries -0.686; number 4, O, carries -0.432; number 5, O, carries -0.401



Entry 2:
ORCA calculation (ωB97M-V/def2-TZVPD) on C6H4 as an isolated structure.

Element x y z (Å)
C -0.67432 -0.30579 0.54463
C -0.15465 1.01489 0.87805
C -1.00236 -0.75433 -0.66854
C 1.42415 -0.37072 -1.64418
C 0.36775 -0.83484 -1.07991
C 0.82104 -0.12597 0.34358
H 1.40411 -0.62402 1.07940
H -0.41198 1.67302 0.05512
H 0.07311 1.33291 1.78382
H -1.84685 -1.00515 -1.29196

Atoms 1-3, force components in eV/Å:
C 0.013 0.716 1.088
C -0.311 -2.167 -5.454
C 0.113 -2.022 -1.388

As for the total energy: -6277.8229 eV. Its relative energy (zero: lowest compared OMol25 entry of this formula, charge and spin) is 107.3 kcal per mole.

Mulliken population analysis, charges in e, atoms 1 to 5: number 1, C, carries 0.282; number 2, C, carries -0.730; number 3, C, carries -0.460; number 4, C, carries -0.482; number 5, C, carries 0.237



Entry 3:
ORCA calculation (ωB97M-V/def2-TZVPD) on one molecule with the formula C38H38BF3O4.

Element x y z (Å)
F 5.72603 4.27376 0.65588
F 5.91889 2.38519 1.71296
F 5.94073 2.38258 -0.46573
O -0.52523 4.11957 -0.46617
O -0.84652 0.92784 1.50981
O -1.44783 1.60086 -0.63162
O -0.62911 -4.58857 2.47258
C 3.21552 3.17542 -0.58277
C 2.29229 -0.27792 -6.29106
C -0.88478 -8.13880 3.19037
C 0.28806 -6.48470 1.23948
C -0.54236 -5.95780 2.22727
C -0.59394 -3.53608 0.29659
C -0.07224 3.42863 0.61660
C 3.84891 2.76156 0.58047
C -3.11398 -0.06987 -0.84569
C 0.00508 -8.67333 2.25366
C 0.90670 -1.43871 1.37534
C -1.03527 5.30807 -0.03571
C 0.83037 0.88997 -2.93173
C 0.57335 -7.85528 1.26821
C 0.64076 -2.55547 2.12326
C 0.74805 -0.26621 -2.14041
C -2.69754 1.13665 -0.03330
C 1.54693 -1.44608 -4.17142
C 5.33720 2.95512 0.62723
C 0.53524 -0.00447 -0.63293
C 1.13511 -1.46317 -2.82907
C -0.38643 -2.37038 -0.42582
C 1.00701 2.48097 0.38294
C 1.87474 2.96357 -0.70986
C -0.50227 4.09116 1.75351
C -3.64977 2.28367 -0.24071
C 1.70304 -0.25765 -4.89701
C 1.78926 2.09181 1.56644
C 3.16585 2.15333 1.63480
C -1.16968 -6.77976 3.17647
C -2.63550 -0.56675 1.97235
C -1.55371 6.24558 -0.99657
C -0.14061 -3.61076 1.61364
C -1.06818 5.33502 1.33375
C 0.30673 -1.27343 0.12062
C -2.28883 0.83101 1.49934
C -2.88878 1.80373 2.48678
C 1.33034 0.92254 -4.24348
B -0.33793 1.24320 0.19611
H 1.03443 -2.60927 3.12368
H -3.99533 1.72740 2.45877
H 1.55630 -0.66481 1.79741
H 2.09477 -1.23789 -6.78385
H -0.76131 -2.37373 -1.45994
H 1.81121 -2.36303 -4.70183
H 3.81583 3.69408 -1.34931
H 0.72905 -5.83127 0.48299
H -0.94872 6.17555 -1.89640
H 1.43533 3.41816 -1.58306
H -2.61656 1.55401 3.51143
H -0.25430 3.87223 2.77248
H -1.15399 -4.34705 -0.17953
H 0.24714 -9.73672 2.29563
H 1.28004 1.92994 2.51086
H -2.60967 6.02362 -1.19476
H 3.75127 1.85341 2.51644
H -2.58136 2.83583 2.29338
H 0.54436 1.81788 -2.46096
H -1.51757 7.24222 -0.54616
H -3.11277 0.17351 -1.92591
H -4.12105 -0.37998 -0.56554
H -2.20612 -1.33527 1.32803
H -1.82901 -6.31914 3.90507
H -3.30416 3.20343 0.24642
H 3.38131 -0.16083 -6.33084
H -3.71691 -0.72161 2.03531
H -4.64646 2.02485 0.14123
H -2.42241 -0.90990 -0.69255
H -3.76993 2.52334 -1.30728
H 1.25062 -8.29546 0.53510
H -2.25129 -0.74486 2.99874
H 1.45396 1.89816 -4.72793
H 1.16633 -2.44001 -2.33992
H 1.90039 0.53880 -6.90464
H 1.52000 0.39876 -0.21268
H -1.45005 6.15499 1.94748
H -1.35907 -8.76498 3.94722

Atoms 1-3, force components in eV/Å:
F -0.640 -1.117 -0.276
F -0.507 0.234 -0.493
F -0.590 0.653 0.801

As for the total energy: -57040.3151 eV.

Mulliken population analysis, charges in e, atoms 1 to 5: number 1, F, carries -0.257; number 2, F, carries -0.289; number 3, F, carries -0.253; number 4, O, carries -0.379; number 5, O, carries -0.559



Entry 4:
ORCA calculation (ωB97M-V/def2-TZVPD) on C45H40AuN5Sb2Se as an isolated structure.

Element x y z (Å)
Au 0.68962 0.86010 0.06075
Sb -1.19331 -0.56214 -1.22783
Sb -0.86534 -2.30906 1.03879
Se 1.81676 3.56677 3.69010
N 1.13419 0.91773 -5.00948
N 2.55842 0.26548 1.90501
N 3.29340 2.85226 4.33124
N 1.84692 2.58413 -0.69178
N 1.51420 2.26332 2.53077
C 2.69874 4.81236 -0.17772
C -3.89678 -2.08930 -1.02867
C 1.66799 3.84516 -0.20355
C 2.78998 2.31280 -1.68198
C -5.19444 -2.80488 -2.92046
C 4.32969 0.73917 -2.67266
C 1.20410 6.38982 0.85060
C -2.51475 -6.27302 0.15105
C 4.58623 -0.30871 3.11405
C -2.11413 1.36229 -1.55438
C -0.74695 0.19049 4.58954
C 3.48099 1.71641 3.68215
C 0.51682 0.66443 -4.06328
C -1.98799 -7.05229 1.16911
C 0.18247 5.43865 0.84851
C 3.41228 1.05719 -1.69040
C -0.93107 -5.11414 2.11974
C 0.74753 -2.94980 -1.30496
C -4.10267 2.66673 -1.25703
C -1.04098 -1.57592 2.99339
C -3.44276 1.44878 -1.15286
C 3.07901 3.22738 -2.70252
C -5.04229 -2.68149 -1.54764
C 3.99282 2.89602 -3.68787
C -1.19377 -6.47585 2.15092
C -1.43745 2.46956 -2.05000
C -4.21346 -2.32883 -3.78018
C 4.62490 1.65789 -3.67519
C 0.38246 -1.72450 -2.14915
C 4.56309 0.80208 3.88753
C -1.75964 -2.32026 3.92786
C -2.26135 -4.90751 0.10930
C -2.11805 3.67223 -2.17471
C 2.49581 1.39612 2.68281
C 2.46364 6.06234 0.35411
C -1.44096 -0.55530 5.53233
C -1.94959 -1.80318 5.20183
C -1.47489 -4.33068 1.10004
C 1.05848 -2.66520 0.18394
C 0.41615 4.17508 0.35798
C -3.07483 -1.72429 -3.26939
C -2.91453 -1.61519 -1.89043
C 3.56255 -0.52792 2.13617
C -3.44338 3.77190 -1.77392
C -0.54809 -0.31326 3.31308
H 0.04092 -2.01450 -3.14142
H -4.33928 -2.42071 -4.85044
H 4.21524 3.60927 -4.47081
H -2.32559 -1.33296 -3.94989
H -3.96709 4.71307 -1.87051
H -6.08303 -3.27100 -3.32408
H -1.60782 4.53406 -2.58549
H -0.36558 1.17122 4.84269
H -3.97868 0.58194 -0.78756
H -5.13628 2.74439 -0.94825
H 3.61887 -1.42466 1.52600
H -3.12780 -6.72337 -0.61781
H 1.66910 1.12748 -5.82822
H -0.30029 -4.68158 2.88721
H -1.59449 -0.15884 6.52678
H -0.39928 2.39474 -2.34814
H 1.02171 7.37665 1.25309
H -2.68532 -4.31256 -0.68921
H 3.26464 6.78778 0.39046
H 1.71380 -1.80667 0.32620
H 2.55735 4.17408 -2.73434
H -0.04097 -3.70648 -1.37362
H 5.34593 1.40931 -4.44183
H -0.36246 3.42324 0.36533
H 3.68581 4.54523 -0.52847
H -0.01538 0.28153 2.58122
H -5.80930 -3.04780 -0.87878
H 1.47560 -3.54089 0.67850
H -0.77567 -7.08451 2.94112
H 3.18818 0.36174 -0.88966
H 1.21449 -1.03266 -2.25291
H -0.79364 5.69316 1.23965
H 4.82742 -0.22104 -2.65611
H -2.17239 -3.28711 3.67598
H 1.62671 -3.40776 -1.76742
H 5.31777 1.01377 4.63169
H 5.37085 -1.04470 3.21353
H -3.78518 -2.00390 0.04960
H -2.50055 -2.37736 5.93398
H -2.19412 -8.11355 1.19728

Atoms 1-3, force components in eV/Å:
Au 0.067 0.080 0.208
Sb 0.061 0.283 -0.016
Sb -0.171 -0.281 0.017

As for the total energy: -136859.3226 eV. As for the total charge: +2. Its relative energy (zero: lowest compared OMol25 entry of this formula, charge and spin) is 23.1 kcal per mole. Its spin multiplicity is 3.

Mulliken population analysis, charges in e, atoms 1 to 5: number 1, Au, carries 1.946; number 2, Sb, carries 0.453; number 3, Sb, carries 0.794; number 4, Se, carries 0.269; number 5, N, carries -0.060



Entry 5:
ORCA calculation (ωB97M-V/def2-TZVPD) on one molecule with the formula C3H8O2.

Element x y z (Å)
O -0.81042 -0.15405 0.74199
O 1.17171 0.55450 -0.47206
C 0.00548 1.03045 0.30905
C 1.59850 -0.69219 0.17424
C -1.70105 -0.37085 -0.33160
H 0.88312 -1.52074 -0.08506
H -0.47101 1.86074 -0.44914
H 2.02873 -0.57949 1.20774
H -1.75853 0.67930 -0.89195
H 0.43142 1.67990 1.17635
H -2.87320 -0.64605 0.00124
H -0.98539 -0.96042 -0.88423
H 2.48066 -0.88112 -0.49657

Atoms 1-3, force components in eV/Å:
O 0.688 4.737 0.615
O -2.160 -0.669 2.582
C 1.463 1.210 -0.475

As for the total energy: -7332.1148 eV. Its relative energy (zero: lowest compared OMol25 entry of this formula, charge and spin) is 90.8 kcal per mole. As for the structure (SMILES): COCOC.

Mulliken population analysis, charges in e, atoms 1 to 5: number 1, O, carries -0.321; number 2, O, carries -0.302; number 3, C, carries -0.195; number 4, C, carries -0.579; number 5, C, carries -0.493



Entry 6:
ORCA calculation (ωB97M-V/def2-TZVPD) on an isolated ion of composition C6H8N2O6 and charge -2.

Element x y z (Å)
O 2.82605 -1.15581 1.92433
O 3.08585 0.90819 1.07610
O 3.63016 0.18513 -1.93993
O 3.31385 -2.73232 -0.93467
O 1.13985 -3.03696 -0.86751
O 1.43844 0.10432 -2.55772
N -1.16146 1.22626 0.79417
N -0.45842 -1.02881 -0.92583
C 1.96745 -0.77030 -0.38780
C 2.43966 0.01154 -1.75615
C 2.74010 -0.29360 1.04217
C 0.28023 0.96006 0.34948
C 2.23441 -2.26521 -0.72847
C 0.57041 -0.51127 0.03168
H -1.32301 -0.38042 -0.75191
H 0.98218 1.27497 1.20512
H -1.39574 0.82780 1.66562
H 0.41390 -2.42051 -1.19519
H -0.00212 -0.63204 -1.84397
H 0.64962 1.60553 -0.54303
H -1.28688 2.19436 0.81580
H 0.38690 -1.21073 0.86896

Atoms 1-3, force components in eV/Å:
O -0.261 -0.423 0.219
O -0.133 -0.420 -0.014
O 0.103 0.644 -0.273

As for the total energy: -21617.1504 eV. As for the total charge: -2. Its relative energy (zero: lowest compared OMol25 entry of this formula, charge and spin) is 2.0 kcal per mole. As for the structure (SMILES): NC[C@@H](N)C(C(=O)[O-])(C(=O)[O-])C(=O)O.

Mulliken population analysis, charges in e, atoms 1 to 5: number 1, O, carries -0.744; number 2, O, carries -0.685; number 3, O, carries -0.686; number 4, O, carries -0.632; number 5, O, carries -0.590